Record 1
The molecule C3H2N2O3, computed with ωB97M-V/def2-TZVPD.

Properties
Energy above the lowest of the compared OMol25 structures with the same formula, charge and spin: 101.9 kcal per mole
Gap between HOMO and LUMO: 9.414 eV
Structure (SMILES): N#C/C(=N\O)C(=O)O

The geometry in ORCA input format:
```
! wB97M-V def2-TZVPD RIJCOSX def2/J DEFGRID3
* xyz 0 1
N -2.405 -0.765 0.415
C -1.338 -0.246 0.268
C -0.040 0.330 0.151
N 0.231 1.279 -0.804
O -1.039 1.438 -1.558
C 1.029 -0.585 0.677
O 0.812 -1.613 1.226
O 2.252 -0.278 0.124
H -1.044 2.476 -1.850
H 2.167 0.551 -0.337
*
```

=====

Record 2
A structure of composition C55H70CaN2O4Si2, computed with ωB97M-V/def2-TZVPD.

Properties
Energy above the lowest of the compared OMol25 structures with the same formula, charge and spin: 10.1 kcal per mole
Gap between HOMO and LUMO (spin up / spin down): 6.410 / 6.409 eV

The geometry in ORCA input format:
```
! wB97M-V def2-TZVPD RIJCOSX def2/J DEFGRID3
* xyz -2 1
Ca -0.603 0.411 -0.418
C -3.240 1.236 -0.106
C -3.029 0.138 0.772
C -2.172 0.663 1.790
C -1.892 2.025 1.494
C -2.520 2.325 0.313
C -2.513 3.727 -0.264
C -2.720 4.693 0.935
C -1.223 4.117 -1.098
C -3.677 3.852 -1.234
C -1.539 -0.006 3.040
C -0.559 -1.166 2.657
C -2.538 -0.546 4.076
C -0.637 1.054 3.777
C -3.913 -1.082 0.750
C -5.157 -0.971 1.654
C -3.195 -2.359 1.152
C -4.463 -1.334 -0.658
H -3.857 1.161 -0.967
H -1.320 2.715 2.090
H -1.808 4.824 1.628
H -3.526 4.275 1.461
H -2.969 5.752 0.587
H -0.256 3.772 -0.699
H -1.170 5.190 -1.247
H -1.395 3.649 -2.086
H -4.609 3.602 -0.751
H -3.546 3.148 -2.021
H -3.800 4.895 -1.633
H -0.978 -1.903 1.967
H -0.295 -1.637 3.572
H 0.350 -0.720 2.252
H -3.254 -1.340 3.634
H -3.171 0.284 4.428
H -2.068 -1.078 4.860
H 0.156 1.319 3.094
H -0.232 0.546 4.661
H -1.208 1.949 4.099
H -4.892 -0.729 2.727
H -5.646 -1.960 1.630
H -5.923 -0.181 1.373
H -2.818 -2.500 2.161
H -2.392 -2.437 0.434
H -3.767 -3.216 0.949
H -5.120 -0.513 -0.871
H -5.021 -2.274 -0.662
H -3.703 -1.420 -1.429
C 3.188 1.041 -3.390
C 1.752 0.883 -2.876
N 1.606 0.360 -1.720
O 2.792 -0.014 -1.009
C 0.615 1.324 -3.643
C 0.587 1.787 -5.035
N -0.502 1.374 -2.925
O -1.556 1.863 -3.516
H 3.636 1.843 -2.824
H 3.212 1.237 -4.505
H 3.714 0.129 -3.190
H 2.409 0.356 -0.194
H 1.615 2.004 -5.473
H 0.056 2.801 -4.822
H -0.153 1.263 -5.752
O 1.400 1.140 0.841
Si 2.459 2.100 1.582
C 3.366 1.227 2.995
C 2.888 0.091 3.563
C 3.567 -0.469 4.680
C 4.769 0.026 5.088
C 5.275 1.182 4.545
C 4.530 1.810 3.559
C 3.903 2.787 0.573
C 4.652 1.824 -0.114
C 5.623 2.179 -1.047
C 5.822 3.506 -1.348
C 5.084 4.497 -0.693
C 4.080 4.097 0.224
C 1.732 3.651 2.423
C 1.387 3.763 3.766
C 0.630 4.800 4.286
C 0.321 5.878 3.408
C 0.565 5.760 2.068
C 1.168 4.608 1.579
H 1.984 -0.326 3.150
H 3.128 -1.286 5.171
H 5.265 -0.539 5.880
H 6.253 1.428 4.933
H 4.808 2.734 3.113
H 4.498 0.760 0.096
H 6.135 1.325 -1.447
H 6.605 3.828 -2.093
H 5.292 5.528 -0.943
H 3.497 4.772 0.770
H 1.594 2.907 4.417
H 0.347 4.862 5.313
H -0.158 6.809 3.723
H 0.279 6.569 1.376
H 1.388 4.577 0.485
C 0.173 -2.267 -4.333
C -0.992 -2.977 -3.612
C -2.309 -2.219 -3.790
C -1.096 -4.346 -4.312
Si -0.558 -3.158 -1.713
O -0.655 -1.797 -0.855
C -1.616 -4.630 -1.042
C -3.006 -4.652 -1.082
C -3.753 -5.620 -0.440
C -3.114 -6.711 0.262
C -1.728 -6.672 0.370
C -1.022 -5.626 -0.205
C 1.165 -4.043 -1.694
C 1.433 -5.367 -2.141
C 2.673 -5.898 -2.092
C 3.705 -5.114 -1.605
C 3.558 -3.771 -1.290
C 2.244 -3.252 -1.326
H 0.154 -2.176 -5.469
H 1.062 -2.901 -4.165
H 0.224 -1.263 -3.937
H -2.545 -2.031 -4.838
H -2.272 -1.220 -3.360
H -3.122 -2.843 -3.470
H -1.439 -4.155 -5.331
H -1.763 -5.186 -3.932
H -0.063 -4.854 -4.382
H -3.603 -3.939 -1.639
H -4.880 -5.601 -0.421
H -3.630 -7.534 0.728
H -1.165 -7.240 1.069
H 0.014 -5.586 0.075
H 0.651 -6.071 -2.561
H 2.896 -6.927 -2.444
H 4.650 -5.611 -1.797
H 4.375 -3.136 -0.987
H 2.073 -2.212 -1.159
*
```

=====

Record 3
A cluster of 2 separate species, C2H3IN2O2 in total, computed with ωB97M-V/def2-TZVPD.

Properties
Energy above the lowest of the compared OMol25 structures with the same formula, charge and spin: 153.7 kcal per mole
Gap between HOMO and LUMO: 8.143 eV
Structure (SMILES): C=[N+]([O-])I.C#[N+][O-]

The geometry in ORCA input format:
```
! wB97M-V def2-TZVPD RIJCOSX def2/J DEFGRID3
* xyz 0 1
C -0.343 -0.964 0.802
N -1.117 -1.382 -0.086
O -0.910 -2.318 -0.820
I -3.113 -0.353 -0.338
H 0.721 -1.400 0.760
H -0.480 -0.204 1.438
C 0.831 1.978 -0.209
N 1.702 1.365 -0.674
O 2.691 0.846 -1.124
H 0.019 2.433 0.251
*
```

=====

Record 4
The molecule BrNO3, computed with ωB97M-V/def2-TZVPD.

Properties
Energy above the lowest of the compared OMol25 structures with the same formula, charge and spin: 34.2 kcal per mole
Gap between HOMO and LUMO (spin up / spin down): 7.384 / 7.965 eV
Structure (SMILES): O=[N+]([O-])OBr

The geometry in ORCA input format:
```
! wB97M-V def2-TZVPD RIJCOSX def2/J DEFGRID3
* xyz 0 1
O 1.176 -0.204 -0.392
N 0.119 0.162 -0.033
O -0.482 1.200 -0.261
O -0.582 -0.556 0.789
Br -0.418 -2.097 2.353
*
```